The following is a DFT calculation (ωB97M-V/def2-TZVPD) of a molecular structure, C11H25ClIN3O2PZr.

```
! wB97M-V def2-TZVPD RIJCOSX def2/J DEFGRID3
* xyz 3 1
C 4.872 -1.920 -0.980
C 3.616 -1.907 -1.645
H 5.692 -1.744 -1.702
H 4.977 -2.909 -0.488
H 4.876 -1.129 -0.201
O 2.900 -1.843 -2.562
I 3.639 1.687 1.572
Zr 1.500 0.123 0.703
P -0.119 -1.951 -0.522
C -1.383 -1.549 -1.770
C 0.662 -3.389 -1.343
H -0.511 -3.001 1.639
H -1.256 -3.930 0.313
H -2.049 -2.439 0.905
C -1.083 -2.920 0.708
H 1.457 -3.803 -0.713
H -0.122 -4.150 -1.480
H -1.639 -2.441 -2.366
H -0.998 -0.770 -2.441
H 1.078 -3.116 -2.316
H -2.290 -1.175 -1.277
C 1.492 0.265 -1.466
O 1.421 0.430 -2.626
Cl 2.472 -1.922 1.542
C -3.200 0.361 2.582
N -2.432 1.587 2.445
C -2.895 2.694 3.272
C -1.232 1.607 1.818
N -0.518 0.471 1.611
N -0.720 2.788 1.436
C -1.476 4.024 1.340
C 0.643 2.759 0.916
H -4.173 0.642 2.993
H -2.742 -0.355 3.279
H -3.359 -0.125 1.611
H -2.073 3.187 3.803
H -3.446 3.437 2.687
H -3.585 2.296 4.020
H -0.996 -0.315 2.047
H -1.537 4.557 2.302
H -0.981 4.702 0.636
H -2.487 3.812 0.977
H 1.310 2.535 1.784
H 0.718 2.018 0.058
H 0.946 3.741 0.522
*
```

For the largest force on an atom, the calculation gives 8.34 eV Å⁻¹. The calculation puts the HOMO energy at -18.22 eV. The LUMO energy comes out at -12.5 eV. For the frontier orbital gap, the calculation gives 5.73 eV.